No. 1
Density functional theory data (ωB97M-V/def2-TZVPD) for an isolated molecule of C7H8O2S in a non-equilibrium geometry.

Geometry as XYZ:
```
18
Properties=species:S:1:pos:R:3:mulliken_charge:R:1
C -1.948 0.207 1.012 -0.5214
C -2.288 -0.958 0.107 -0.2632
C -0.490 0.317 -0.699 0.2387
C 0.976 0.078 -0.376 0.3624
C 1.969 1.162 -0.295 -1.0028
C 3.112 0.769 0.074 0.1772
C 1.626 -1.068 -0.014 -0.5194
H -2.879 0.575 1.335 0.3065
H -1.339 0.037 1.739 0.4236
H -2.582 -2.134 0.272 0.2469
H -3.256 -0.700 -0.636 0.1944
H -0.625 0.724 -1.921 0.1878
H 1.598 2.314 -0.505 0.1706
H 4.130 1.356 0.228 0.2758
H 1.055 -1.863 -0.053 0.6766
O -1.115 -0.979 -0.767 -0.3956
O -1.178 1.044 0.225 -0.3550
S 3.233 -0.883 0.273 -0.2030
```

Calculated values
charge = 0
multiplicity = 1
LUMO = 0.86 eV
energy relative to the best compared isomer or geometry (same formula, charge and spin) = 85.8 kcal per mole
structure (SMILES) = c1cc(C2OCCO2)cs1
frontier orbital gap = 9.85 eV
highest occupied orbital energy = -0.3305 Ha



No. 2
Density functional theory data (ωB97M-V/def2-TZVPD) for a structure of composition C30H46BrCeN3P2 in a non-equilibrium geometry.

Geometry as XYZ:
```
83
Properties=species:S:1:pos:R:3:mulliken_charge:R:1
C -2.787 2.031 3.663 -0.2536
C -3.241 0.804 3.129 0.7464
C -4.595 0.724 2.734 -0.3776
C -5.352 1.903 2.721 -0.4503
N -4.855 3.074 3.120 -0.4523
C -3.616 3.151 3.599 -0.5467
C -2.259 -0.255 3.003 -0.0678
C -1.228 -0.933 3.002 -0.5269
C -0.071 -1.787 2.971 0.3174
C 0.422 -2.075 1.688 1.0521
C 1.510 -2.993 1.553 -1.2216
C 2.243 -3.150 2.734 -0.2346
C 1.755 -3.035 4.023 -0.7754
C 0.545 -2.332 4.129 -0.4266
Ce 3.649 -1.650 1.680 1.3056
P -0.331 1.596 -0.413 0.8951
H -5.069 -0.223 2.454 0.4810
H -1.800 2.103 4.121 0.5710
H -6.387 1.901 2.361 0.4047
H -3.253 4.127 3.937 0.4014
H 0.046 -2.206 5.097 0.6123
H -0.135 -1.706 0.818 -0.3132
H 2.245 -3.483 4.884 0.5458
H 1.772 -3.463 0.604 0.7753
C 0.013 2.179 -2.142 -0.6873
C -1.086 2.862 -2.946 -1.4108
H 0.342 1.267 -2.668 0.5049
H 0.890 2.841 -2.065 0.6205
H -0.706 3.047 -3.959 0.4409
H -1.987 2.247 -3.048 0.3147
H -1.368 3.837 -2.532 0.3253
C -2.132 1.118 -0.417 0.3252
C -3.184 2.217 -0.350 -1.4558
H -2.235 0.456 0.459 -0.0952
H -2.294 0.491 -1.309 0.0370
H -4.177 1.748 -0.330 0.4687
H -3.102 2.815 0.567 0.1855
H -3.164 2.888 -1.218 0.3063
C -0.281 3.132 0.614 -0.3160
C -0.659 4.466 -0.017 -1.2882
H 0.766 3.179 0.957 0.5893
H -0.897 2.936 1.506 0.0929
H -0.487 5.262 0.719 0.4352
H -0.050 4.702 -0.897 0.3385
H -1.718 4.522 -0.297 0.2578
Br 6.218 -2.054 1.035 -0.2373
P -0.610 -2.158 -1.549 1.2202
C -1.734 -1.622 -2.926 -0.6997
C -1.708 -2.431 -4.218 -1.2551
H -1.445 -0.574 -3.125 0.4013
H -2.753 -1.603 -2.506 0.5400
H -2.391 -1.953 -4.932 0.4192
H -0.712 -2.453 -4.678 0.2987
H -2.059 -3.462 -4.073 0.2901
C 0.813 -2.976 -2.399 -0.8563
C 0.744 -4.473 -2.669 -1.3673
H 1.682 -2.752 -1.758 0.4404
H 0.972 -2.435 -3.342 0.6114
H 1.683 -4.794 -3.138 0.4481
H 0.626 -5.069 -1.758 0.3409
H -0.061 -4.742 -3.363 0.2689
C -1.528 -3.547 -0.729 -0.4922
C -2.576 -4.322 -1.515 -1.4362
H -2.006 -3.072 0.143 0.5147
H -0.767 -4.231 -0.328 0.4216
H -3.083 -5.017 -0.834 0.4264
H -3.348 -3.677 -1.948 0.3606
H -2.145 -4.932 -2.318 0.2911
C 5.020 2.500 -2.003 -1.1316
C 4.860 1.817 -0.709 0.5100
C 5.592 1.970 0.463 -0.8439
C 4.998 1.163 1.430 0.6277
N 3.972 0.448 0.846 0.0523
N 3.916 0.891 -0.464 0.0508
C 5.262 1.004 2.862 -1.4424
H 5.347 3.530 -1.819 0.3900
H 5.803 2.016 -2.602 0.3025
H 4.093 2.526 -2.585 0.3028
H 6.451 2.610 0.614 0.5067
H 3.149 0.631 -1.080 0.1263
H 6.120 1.635 3.148 0.4155
H 4.384 1.315 3.462 0.4012
H 5.530 -0.040 3.126 0.3321
```

Calculated values
charge = +4
multiplicity = 1
LUMO (alpha / beta) = -15.82 / -15.90 eV
frontier orbital gap (alpha / beta) = 2.49 / 2.36 eV
highest occupied orbital energy (alpha / beta) = -0.6730 / -0.6711 Ha



No. 3
Density functional theory data (ωB97M-V/def2-TZVPD) for an isolated molecule of C5H13NO2 in a non-equilibrium geometry.

Geometry as XYZ:
```
21
Properties=species:S:1:pos:R:3:mulliken_charge:R:1
C -0.930 0.313 0.073 1.6062
C -0.336 -0.568 -1.013 -0.9700
C 2.113 0.049 -0.444 -0.7760
C -0.542 1.782 0.000 -1.6497
C -0.895 -0.229 1.489 -1.5159
N 1.162 -0.986 -0.807 -0.0935
O 1.236 -1.980 0.242 -0.4390
O -2.400 0.253 -0.436 -0.6132
H 1.468 -2.780 -0.264 0.3438
H -2.764 -0.615 -0.191 0.3507
H -0.355 -0.058 -1.980 0.3621
H -0.871 -1.519 -1.103 0.3697
H 2.009 0.387 0.593 0.2481
H 2.027 0.904 -1.120 0.3102
H 3.133 -0.339 -0.551 0.2782
H 0.120 -0.208 1.898 0.2952
H 0.421 1.983 0.477 0.3297
H -0.503 2.133 -1.035 0.3604
H -1.295 2.394 0.508 0.4262
H -1.556 0.352 2.140 0.4241
H -1.243 -1.266 1.524 0.3526
```

Calculated values
charge = 0
multiplicity = 1
LUMO = 0.81 eV
energy relative to the best compared isomer or geometry (same formula, charge and spin) = 71.1 kcal per mole
structure (SMILES) = CN(O)CC(C)(C)O
frontier orbital gap = 9.54 eV
highest occupied orbital energy = -0.3207 Ha



No. 4
Density functional theory data (ωB97M-V/def2-TZVPD) for an isolated molecule of C4H2N2O in a non-equilibrium geometry.

Geometry as XYZ:
```
9
Properties=species:S:1:pos:R:3:mulliken_charge:R:1
C -0.731 0.146 0.446 -0.1684
C 0.258 0.317 -0.603 -0.2152
C -1.716 1.530 -0.812 0.4420
C -1.317 2.017 -2.004 0.6109
N -1.790 0.950 0.323 -0.5268
N -0.298 1.185 -1.514 -0.2101
O -1.377 2.720 -2.979 -0.5490
H -0.731 -0.608 1.332 0.3062
H 1.140 -0.350 -0.888 0.3104
```

Calculated values
charge = 0
multiplicity = 1
LUMO = 0.40 eV
energy relative to the best compared isomer or geometry (same formula, charge and spin) = 61.0 kcal per mole
structure (SMILES) = O=c1c2nccn12
frontier orbital gap = 10.22 eV
highest occupied orbital energy = -0.3608 Ha



No. 5
Density functional theory data (ωB97M-V/def2-TZVPD) for a cluster of 14 separate species, C5H41N2O13 in total in a non-equilibrium geometry.

Geometry as XYZ:
```
61
Properties=species:S:1:pos:R:3:mulliken_charge:R:1
C 1.601 -0.838 -0.473 -0.0562
C 0.151 -0.590 -0.882 0.4762
C -0.580 0.237 0.159 1.6943
C -0.079 1.674 0.240 -0.1220
N -0.693 2.443 -0.867 -0.2730
C -1.522 3.628 -0.516 -1.1407
N 1.574 -1.882 0.610 0.0894
H 1.900 0.153 -0.025 0.0051
H 2.352 -1.144 -1.259 0.2871
H 0.249 -0.011 -1.796 -1.3643
H -0.311 -1.588 -0.969 0.3212
H -0.453 -0.206 1.160 -0.6227
H -1.686 0.290 0.046 0.1120
H 0.987 1.621 0.146 -0.9830
H -0.303 2.235 1.186 0.5248
H -0.040 2.676 -1.589 0.2591
H -1.509 4.255 -1.407 0.3913
H -0.999 4.245 0.230 0.3851
H -2.506 3.356 -0.171 0.3061
H 0.731 -2.466 0.538 0.2165
H 1.742 -1.511 1.557 0.1860
H 2.279 -2.583 0.340 0.4381
H -1.250 -2.561 1.592 0.2859
H -0.776 -3.476 2.721 0.2641
O -0.505 -2.686 2.217 -0.5780
H 2.489 1.924 1.406 0.2851
H 3.217 2.042 2.747 0.2586
O 2.558 1.563 2.296 -0.4835
H -1.782 -4.105 -0.869 0.3142
H -2.016 -2.674 -1.028 0.4632
O -1.406 -3.292 -0.511 -0.6614
H 2.944 2.006 -1.261 0.2816
H 4.098 2.489 -0.335 0.2844
O 3.231 2.143 -0.335 -0.5701
H 3.333 -0.945 3.280 0.3160
H 2.229 -1.864 3.827 0.3077
O 2.876 -1.764 3.125 -0.6937
H 1.019 0.289 3.637 0.3360
H 0.649 0.750 5.032 0.2972
O 0.669 -0.037 4.500 -0.6752
H -1.962 1.335 -1.945 0.4305
H -3.374 1.713 -2.457 0.2942
O -2.713 1.006 -2.452 -0.7066
H -2.673 -0.779 -1.930 0.3125
H -3.267 -1.355 -0.512 0.4049
O -3.134 -1.486 -1.451 -0.7510
H -4.307 -1.278 1.635 0.2728
H -3.102 -0.441 1.476 0.3294
O -3.395 -1.353 1.392 -0.6118
H -1.540 -1.149 2.829 0.3730
H -1.188 -0.057 3.910 0.2827
O -1.651 -0.218 3.067 -0.6836
H -0.320 0.628 -4.677 0.3187
H -0.508 -0.013 -3.279 0.3198
O 0.158 0.266 -3.904 -0.6172
H 1.081 -1.436 -3.689 0.2844
H 1.016 -2.966 -3.660 0.2508
O 0.750 -2.174 -3.207 -0.5172
H 1.964 2.673 -3.496 0.2927
H 1.732 1.238 -3.181 0.1838
O 1.973 2.047 -2.770 -0.6257
```

Calculated values
charge = +1
multiplicity = 1
LUMO = -2.21 eV
energy relative to the best compared isomer or geometry (same formula, charge and spin) = 74.5 kcal per mole
frontier orbital gap = 9.43 eV
highest occupied orbital energy = -0.4276 Ha



No. 6
Density functional theory data (ωB97M-V/def2-TZVPD) for a cluster of 2 separate species, C2H8N2O2S2 in total in a non-equilibrium geometry.

Geometry as XYZ:
```
16
Properties=species:S:1:pos:R:3:mulliken_charge:R:1
C 1.762 -0.175 -0.987 -0.9388
C 0.429 0.055 -0.984 0.3434
N -0.607 -0.438 -1.749 -0.3961
N 0.520 0.645 1.800 -0.5690
O -1.591 1.076 0.622 -0.6246
O 0.272 2.506 0.009 -0.6120
S -1.428 -1.967 1.167 -0.2943
S -0.171 1.209 0.393 1.0199
H -2.675 -2.150 1.530 0.1185
H 2.452 0.256 -0.335 0.3692
H 2.124 -0.992 -1.664 0.2110
H -1.396 0.246 -1.776 0.2720
H -0.443 -0.765 -2.666 0.2300
H 0.999 -0.279 1.593 0.3285
H 1.201 1.376 1.916 0.3239
H -1.448 -0.601 1.130 0.2182
```

Calculated values
charge = 0
multiplicity = 1
LUMO = 0.58 eV
energy relative to the best compared isomer or geometry (same formula, charge and spin) = 20.0 kcal per mole
structure (SMILES) = C=C(N)S(N)(=O)=O.S
frontier orbital gap = 9.58 eV
highest occupied orbital energy = -0.3308 Ha



No. 7
Density functional theory data (ωB97M-V/def2-TZVPD) for a cluster of 3 separate species, C9H14BrN2O2 in total in a non-equilibrium geometry.

Geometry as XYZ:
```
28
Properties=species:S:1:pos:R:3:mulliken_charge:R:1
C 3.505 -0.983 1.704 -0.6230
C 2.457 -1.967 1.728 -0.2073
C 3.392 0.027 0.781 -0.2420
C 1.534 -2.168 0.744 -0.5094
C -2.178 1.129 0.993 -0.4778
C -3.071 -0.123 0.313 -0.5121
C -2.317 0.345 -1.967 -0.3486
C -1.484 1.436 -1.437 -0.1796
C 1.506 -1.076 -0.225 0.7267
N -1.505 1.865 -0.052 -0.0454
N 2.444 -0.185 -0.151 0.0426
O -2.658 -0.520 -1.056 -0.3921
O 0.791 -1.074 -1.367 -0.4340
Br 1.202 3.301 -1.419 -0.7326
H 4.217 -0.955 2.384 0.5273
H 2.608 -2.708 2.465 0.4142
H 3.923 0.895 0.912 0.4787
H -2.845 1.784 1.494 0.3777
H -1.419 0.735 1.700 0.2950
H -2.846 -0.855 1.018 0.3089
H -4.134 0.120 0.223 0.3689
H -3.208 0.975 -2.188 0.3725
H -1.942 -0.108 -2.867 0.3601
H 1.000 -3.166 0.744 0.3133
H -1.328 2.287 -2.174 0.4094
H -0.721 2.396 0.322 0.2642
H 2.348 0.489 -0.853 0.1508
H 0.729 -1.895 -1.770 0.2935
```

Calculated values
charge = +1
multiplicity = 1
LUMO (alpha / beta) = -4.29 / -4.29 eV
energy relative to the best compared isomer or geometry (same formula, charge and spin) = 23.6 kcal per mole
frontier orbital gap (alpha / beta) = 6.33 / 6.33 eV
highest occupied orbital energy (alpha / beta) = -0.3901 / -0.3901 Ha